Below is a single C2H3FO2S molecule at a distorted geometry, with properties calculated with ωB97M-V/def2-TZVPD.

Summary:
Energy above the lowest of the compared OMol25 structures with the same formula, charge and spin ... 64.02 kcal per mole
Net charge ... 0
Gap between HOMO and LUMO (alpha / beta) ... 0.333 / 0.333 Ha
Calculated total energy ... -19767.16900 eV
Largest force on an atom ... 4.3 eV Å⁻¹
SMILES string ... O=S(=O)=CCF

Geometry (Å):
1 O 1.8310 0.7425 1.1429
2 S 1.4915 -0.0655 0.0260
3 O 2.5209 -0.8941 -0.5011
4 C -0.0231 -0.7027 -0.1757
5 C -1.1245 0.2287 0.1220
6 F -1.3973 1.1408 -0.9354
7 H -0.1939 -1.3190 -1.0502
8 H -2.1290 -0.2082 0.4865
9 H -0.9755 1.0774 0.8850

Here are the natural (NBO) charges for atoms 1 to 8, given in e: O -0.8347; S 2.0923; O -0.8511; C -0.6600; C -0.0413; F -0.3872; H 0.2635; H 0.2064